{
  "formula": "C3H12O3",
  "method": "ωB97M-V/def2-TZVPD",
  "lumo_ev": 0.7,
  "smiles": "CC(C)O.O.O",
  "de_lowest_ev": 0.345,
  "multiplicity": 1,
  "fmax_ev_per_a": 1.109,
  "e_tot_ev": -9447.682,
  "symbols": ["C", "C", "C", "O", "H", "H", "H", "H", "H", "H", "H", "H", "O", "H", "H", "O", "H", "H"],
  "positions_angstrom": [[-0.881728, 0.362188, 0.981051], [-0.397300, -1.073518, 0.708132], [0.400942, -1.343228, -0.548598], [-1.594630, -1.890590, 0.653999], [-0.362358, 1.099923, 0.391701], [-0.766476, 0.660264, 2.049781], [-1.948564, 0.456615, 0.796360], [0.251538, -1.399608, 1.515146], [0.299674, -0.670778, -1.396866], [0.120373, -2.279783, -1.020789], [1.474015, -1.392609, -0.299248], [-1.875943, -2.068999, 1.557336], [4.634010, 4.803655, 0.251464], [5.172154, 5.290949, -0.403718], [3.735152, 5.109261, 0.186373], [-2.472503, -1.996837, -2.070717], [-2.408797, -1.896684, -1.102161], [-3.379558, -1.770221, -2.249245]],
  "atomic_forces_ev_per_a": [[0.3554, 0.2333, 0.9648], [-0.8833, 0.3208, -0.1128], [0.7575, 0.0011, -0.7618], [0.4073, -0.3877, 0.2951], [0.2421, 0.2674, -0.2539], [0.1263, -0.3307, -0.6406], [-0.0251, -0.1430, -0.3621], [-0.2268, -0.1993, 0.4012], [-0.2491, 0.6437, 0.3057], [-0.0327, -0.4292, 0.4541], [-0.3751, 0.0385, -0.1677], [-0.0984, 0.0222, -0.1105], [1.0682, 0.0023, -0.2995], [-0.7033, -0.3205, 0.5264], [-0.3661, 0.3175, -0.2267], [0.2665, 0.0499, 0.5500], [0.2336, -0.1836, -0.2510], [-0.4968, 0.0973, -0.3105]],
  "lowdin_charge": [-0.046, -0.440, -0.061, -0.092, 0.066, 0.082, 0.074, 0.125, 0.077, 0.076, 0.084, 0.098, -0.066, 0.047, 0.019, -0.066, 0.003, 0.020]
}